Entry one
This record from OMol25 describes a molecular structure, C3H4N6. The level of theory is the ωB97M-V functional and the def2-TZVPD basis.

For the HOMO energy, the calculation gives -9.26 eV. The LUMO energy comes out at -0.0501 Eh.

Positions of all 13 atoms, in Å:
C 0.7254 0.8213 0.2015
C 2.1321 -0.6821 -0.0426
C 0.1098 -0.4676 -0.0431
H -2.0221 -1.6575 1.3233
H -3.3297 -0.9810 -0.1663
H -1.6048 1.7252 -0.9876
H 3.1094 -1.2527 -0.2201
N -2.3115 -1.1449 0.1200
N -1.3148 -0.3196 -0.2738
N -1.4546 1.1024 -0.0189
N -0.1450 1.8264 0.1088
N 2.1074 0.5803 0.0695
N 1.1247 -1.4535 -0.0975

---

Entry two
This record from OMol25 describes a single C3H4N6 molecule. The level of theory is the ωB97M-V functional and the def2-TZVPD basis.

For the HOMO energy, the calculation gives -7.47 eV. The LUMO energy comes out at 0.0165 Eh.

Positions of all 13 atoms, in Å:
C -0.0958 1.8636 0.2817
C -1.1651 1.0313 0.0896
C 1.0563 1.0714 0.2589
N -0.6686 -0.2351 -0.0481
N -1.3595 -1.4412 -0.0437
N -1.1694 -2.3016 -1.2004
N 0.6733 -0.1864 0.0383
N -0.5587 -2.6390 -0.1877
N 1.2935 -1.2901 -0.1924
H -0.1092 2.9254 0.4134
H -2.2105 1.2350 0.0170
H 2.0914 1.3183 0.3747
H 2.2222 -1.3515 0.1989

---

Relative energy of each structure, in kJ/mol: entry one 0.0; entry two 64.5.

---

Entry one
This record from OMol25 describes a single C8H9BrO2 molecule. The level of theory is the ωB97M-V functional and the def2-TZVPD basis.

For the HOMO energy, the calculation gives -9.38 eV. The LUMO energy comes out at 0.0034 Eh. The SMILES is CO[C@]1(Br)C=CCC=C1C=O.

Positions of all 20 atoms, in Å:
C -1.1221 -0.0643 -2.0967
O -1.8939 0.5498 -1.1397
C -1.3125 0.6060 0.0961
Br -2.7535 1.3548 1.2728
C -0.2947 1.6626 0.2194
C 0.8315 1.5337 0.8639
C 1.3407 0.2612 1.3535
C 0.3968 -0.8411 1.1822
C -0.8672 -0.6133 0.7361
C -1.9992 -1.7593 0.7881
O -2.9973 -1.8722 0.1070
H -1.7032 -0.0752 -2.9552
H -1.0357 -1.1250 -2.0297
H -0.1136 0.3802 -2.1689
H -0.8098 2.6383 -0.0859
H 1.3988 2.3818 1.0577
H 2.3746 0.1089 0.7137
H 1.6778 0.2990 2.3814
H 0.6858 -1.7792 1.4277
H -1.6267 -2.5935 1.4001

---

Entry two
This record from OMol25 describes a single C8H9BrO2 molecule. The level of theory is the ωB97M-V functional and the def2-TZVPD basis.

For the HOMO energy, the calculation gives -10.12 eV. The LUMO energy comes out at 0.0138 Eh. The SMILES is C[C@@]12OC(=O)C1=CCC[C@@H]2Br.

Positions of all 20 atoms, in Å:
C -1.3079 -1.6225 -0.6321
C -0.6530 -0.2231 -0.6993
O -1.3126 0.5971 -1.7047
C -1.6504 1.6196 -0.7501
O -2.3253 2.6129 -0.8564
C -0.9705 0.8638 0.3098
C -0.1562 1.1626 1.3049
C 1.1180 0.4600 1.4781
C 1.4378 -0.6791 0.5181
C 0.8221 -0.3613 -0.8712
Br 1.5585 1.2949 -1.6861
H -0.6987 -2.2594 -1.3903
H -2.3965 -1.4630 -0.9521
H -1.2804 -2.0249 0.3773
H -0.1888 2.1633 1.8755
H 1.7754 1.3689 1.3048
H 1.2911 0.1244 2.4367
H 2.5633 -0.7362 0.4311
H 1.1261 -1.7884 0.9137
H 1.2479 -1.1095 -1.4078

---

Relative energy of each structure, in kJ/mol: entry one 108.6; entry two 0.0.

---

Entry one
This record from OMol25 describes 2 unconnected molecules or ions with the total composition C11H18. The level of theory is the ωB97M-V functional and the def2-TZVPD basis.

For the HOMO energy, the calculation gives -8.40 eV. The LUMO energy comes out at 0.0325 Eh. The SMILES is CCc1ccccc1.CCC.

Positions of all 29 atoms, in Å:
C -0.5585 -0.5533 -2.1462
C 0.0296 -0.6500 -0.8148
C -0.8257 -0.8746 0.3783
C -2.2029 -0.4570 0.2798
C -3.1509 -0.7646 1.1913
C -2.6930 -1.6610 2.1536
C -1.4144 -2.1064 2.3277
C -0.4012 -1.5228 1.5300
H -0.2770 0.2490 -2.7965
H -1.6918 -0.5822 -2.2512
H -0.1315 -1.4503 -2.8134
H 0.9578 -1.3568 -0.6876
H 0.4317 0.4273 -0.3635
H -2.7307 0.0148 -0.5924
H -4.2899 -0.5236 1.1296
H -3.4969 -2.0396 2.7563
H -1.2677 -3.0074 3.1760
H 0.5420 -1.4061 1.9930
C 3.3801 1.7480 0.0153
C 2.9628 2.8638 -0.9606
C 2.8107 2.5080 -2.3984
H 2.7478 0.8611 -0.0590
H 4.4604 1.5158 -0.0327
H 3.2035 1.9737 1.0852
H 1.8454 3.0783 -0.6276
H 3.6650 3.7093 -0.6939
H 2.4678 1.5239 -2.6203
H 2.1630 3.1641 -3.0151
H 3.7810 2.6679 -2.9227

---

Entry two
This record from OMol25 describes 2 unconnected molecules or ions with the total composition C11H18. The level of theory is the ωB97M-V functional and the def2-TZVPD basis.

For the HOMO energy, the calculation gives -9.04 eV. The LUMO energy comes out at 0.0334 Eh. The SMILES is Cc1ccccc1.CC(C)C.

Positions of all 29 atoms, in Å:
C 3.0724 1.5172 0.7443
C 2.8639 0.0451 0.6289
C 3.1696 -0.8347 1.6578
C 2.9801 -2.2174 1.5194
C 2.2546 -2.6730 0.4249
C 1.8232 -1.8002 -0.5677
C 2.0543 -0.4477 -0.3988
H 3.3257 1.7970 1.7767
H 2.2018 2.1524 0.5801
H 3.8889 1.8351 0.0926
H 3.4742 -0.4697 2.6337
H 3.4075 -2.9108 2.2279
H 1.9353 -3.7039 0.3226
H 1.1596 -2.1292 -1.3567
H 1.5353 0.2542 -1.0472
C -3.0582 1.7680 -1.6263
C -2.4229 0.8355 -0.5748
C -3.3042 0.8484 0.6978
C -2.2568 -0.5817 -1.1216
H -4.1401 1.8038 -1.4907
H -2.8613 1.4102 -2.6383
H -2.7061 2.7957 -1.5516
H -1.4575 1.2502 -0.2820
H -4.3888 0.8220 0.6235
H -3.1375 -0.0366 1.3297
H -2.9340 1.7266 1.2309
H -2.2562 -0.6054 -2.2121
H -1.3057 -1.0741 -0.8555
H -2.9171 -1.3770 -0.7676

---

Relative energy of each structure, in kJ/mol: entry one 247.3; entry two 0.0.

---

Entry one
This record from OMol25 describes 2 unconnected molecules or ions with the total composition C11H18. The level of theory is the ωB97M-V functional and the def2-TZVPD basis.

For the HOMO energy, the calculation gives -8.74 eV. The LUMO energy comes out at 0.0372 Eh. The SMILES is CCc1ccccc1.CCC.

Positions of all 29 atoms, in Å:
C -2.5564 -1.9948 -0.8493
C -1.1656 -1.6886 -1.3504
C -0.4146 -1.3078 -0.0750
C -0.6731 -0.1249 0.6078
C -0.2730 -0.1609 1.8786
C 0.5653 -1.1121 2.4391
C 0.7924 -2.2475 1.7091
C 0.2252 -2.4518 0.4729
H -2.7528 -2.4920 0.1491
H -3.0068 -2.7587 -1.5403
H -3.1263 -1.0575 -0.4707
H -0.7994 -2.6442 -1.8177
H -1.1017 -0.9708 -2.2159
H -1.1738 0.6914 0.2435
H -0.6678 0.6062 2.5206
H 1.0398 -0.9236 3.3237
H 1.5620 -2.8836 2.1112
H 0.4363 -3.4134 0.0482
C 0.8970 2.9100 -2.4270
C 0.8935 2.6942 -0.8583
C 1.7244 3.8136 -0.3019
H 1.9321 3.1780 -2.7268
H 0.7276 2.0166 -3.0583
H 0.2382 3.6595 -2.8470
H -0.1935 2.7851 -0.4760
H 1.2005 1.7947 -0.3504
H 1.0926 4.7846 -0.2241
H 1.9389 3.6447 0.7215
H 2.5634 4.0069 -0.8650

---

Entry two
This record from OMol25 describes 2 unconnected molecules or ions with the total composition C11H18. The level of theory is the ωB97M-V functional and the def2-TZVPD basis.

For the HOMO energy, the calculation gives -8.89 eV. The LUMO energy comes out at 0.0349 Eh. The SMILES is Cc1ccccc1.CC(C)C.

Positions of all 29 atoms, in Å:
C -0.9982 1.2686 1.3875
C -0.7804 1.4812 -0.1020
C -1.5902 0.7886 -0.9725
C -1.1748 0.5474 -2.2731
C -0.0130 1.1270 -2.7270
C 0.5492 2.1855 -1.9986
C 0.2342 2.2969 -0.6596
H -1.3480 2.1148 1.9955
H -0.0099 1.0791 1.8239
H -1.5034 0.3066 1.5383
H -2.5361 0.4073 -0.5735
H -1.8170 -0.1990 -2.7259
H 0.4963 0.8580 -3.6590
H 1.5128 2.5706 -2.3171
H 0.7582 2.9413 0.0470
C 1.6361 -2.9636 0.9486
C 0.7844 -1.6589 1.1202
C -0.6164 -2.2463 1.1286
C 1.3040 -0.9454 2.3861
H 1.4300 -3.4264 -0.0213
H 1.5526 -3.6153 1.8385
H 2.6679 -2.6685 0.8846
H 0.9682 -1.0236 0.2324
H -1.4995 -1.5977 1.1237
H -0.7950 -2.9886 0.3484
H -0.8684 -2.9714 1.9332
H 0.4470 -0.3331 2.6228
H 1.5743 -1.6816 3.1226
H 2.2814 -0.6044 2.0943

---

Relative energy of each structure, in kJ/mol: entry one 79.7; entry two 0.0.

---

Entry one
This record from OMol25 describes 2 unconnected molecules or ions with the total composition C11H18. The level of theory is the ωB97M-V functional and the def2-TZVPD basis.

For the HOMO energy, the calculation gives -9.05 eV. The LUMO energy comes out at 0.0376 Eh. The SMILES is Cc1ccccc1.CC(C)C.

Positions of all 29 atoms, in Å:
C -0.4459 1.6653 3.1026
C 0.1477 0.3429 2.6612
C -0.5261 -0.4007 1.7209
C 0.1555 -1.4869 1.0444
C 1.4863 -1.7529 1.3178
C 2.0651 -1.0655 2.4192
C 1.4332 -0.0394 3.1291
H 0.2735 2.4363 2.7660
H -0.7503 1.6836 4.1562
H -1.3647 1.8581 2.5809
H -1.5681 -0.2869 1.4989
H -0.3168 -2.1360 0.3772
H 1.9394 -2.4634 0.8282
H 2.9740 -1.4573 2.8005
H 1.8402 0.3966 3.9937
C -1.3447 0.3599 -3.7069
C -0.8055 0.0222 -2.3191
C 0.1950 -1.0818 -2.2101
C -0.2425 1.3160 -1.5868
H -1.9346 -0.3995 -4.1496
H -0.5685 0.7544 -4.3016
H -2.0293 1.1783 -3.5442
H -1.6590 -0.0860 -1.4844
H 1.0558 -1.0592 -2.9416
H 0.7647 -1.1278 -1.3292
H -0.2828 -2.0972 -2.4206
H -1.0959 2.0643 -1.3721
H 0.1878 1.0730 -0.7213
H 0.4168 1.7894 -2.3093

---

Entry two
This record from OMol25 describes 2 unconnected molecules or ions with the total composition C11H18. The level of theory is the ωB97M-V functional and the def2-TZVPD basis.

For the HOMO energy, the calculation gives -9.04 eV. The LUMO energy comes out at 0.0366 Eh. The SMILES is Cc1ccccc1.CC(C)C.

Positions of all 29 atoms, in Å:
C -1.7669 1.0335 1.3663
C -2.4341 0.3383 0.2056
C -3.2889 -0.7529 0.3608
C -3.5668 -1.5430 -0.7449
C -3.2690 -1.1234 -2.0351
C -2.5712 0.0639 -2.2209
C -2.1342 0.7386 -1.0852
H -2.4266 1.0880 2.2349
H -1.6141 2.1016 1.2182
H -0.8328 0.5030 1.5005
H -3.5367 -1.1159 1.3482
H -4.1197 -2.4713 -0.6344
H -3.5460 -1.7930 -2.8375
H -2.4180 0.5060 -3.1940
H -1.6207 1.6637 -1.3139
C 3.8474 -0.7841 -0.1129
C 2.5731 -0.2616 0.5018
C 2.8121 0.4430 1.8656
C 1.8631 0.6820 -0.4684
H 3.7075 -1.3760 -1.0216
H 4.3851 -1.4547 0.5550
H 4.5568 0.0144 -0.3481
H 1.8750 -1.0887 0.6688
H 2.1582 0.0060 2.6282
H 3.8509 0.3393 2.1770
H 2.5025 1.4818 1.8369
H 1.4100 0.1064 -1.2881
H 1.0645 1.3289 -0.1224
H 2.5395 1.3262 -1.0404

---

Relative energy of each structure, in kJ/mol: entry one 120.5; entry two 0.0.

---

Entry one
This record from OMol25 describes 2 unconnected molecules or ions with the total composition C3H6N3O. The level of theory is the ωB97M-V functional and the def2-TZVPD basis.

For the HOMO energy (spin up / spin down), the calculation gives -11.94 / -11.93 eV. As for the net charge: +1. The LUMO energy (spin up / spin down) comes out at -0.1503 / -0.1505 Eh.

Positions of all 13 atoms, in Å:
C 1.0595 -0.6613 0.1566
C -0.4939 1.1263 1.3187
C -0.0368 -0.3890 1.0830
N 1.1651 -0.7771 -2.5120
N 0.5136 -0.1025 -1.8053
N -1.2082 0.2543 0.2916
O 2.1246 -1.1310 0.2014
H -0.9752 1.1132 2.2643
H -0.0419 1.9551 0.8937
H -0.3212 -0.9241 2.0265
H 1.2455 -0.8222 -3.6116
H -2.1866 0.0045 0.3916
H -0.8444 0.3538 -0.6985

---

Entry two
This record from OMol25 describes a gas-phase ion, C3H6N3O (charge +1). The level of theory is the ωB97M-V functional and the def2-TZVPD basis.

For the HOMO energy, the calculation gives -15.23 eV. As for the net charge: +1. The LUMO energy comes out at -0.1584 Eh. The SMILES is OCc1c[nH]n[nH+]1.

Positions of all 13 atoms, in Å:
O 0.3701 2.3965 -0.1051
C 0.8118 1.1993 0.5118
C -0.0047 -0.0040 0.0475
C 0.2128 -1.3030 0.3419
N -0.7502 -2.0169 -0.2559
N -1.5932 -1.2730 -0.8904
N -1.1431 -0.0196 -0.6292
H 1.1192 2.6871 -0.7320
H 1.9981 0.9394 0.3947
H 0.7179 1.3637 1.5899
H 0.9329 -1.6251 1.0264
H -0.9548 -3.0160 -0.2704
H -1.7168 0.6715 -1.0293

---

Relative energy of each structure, in kJ/mol: entry one 360.6; entry two 0.0.

---

Entry one
This record from OMol25 describes 2 unconnected molecules or ions with the total composition C5H14OP. The level of theory is the ωB97M-V functional and the def2-TZVPD basis.

For the HOMO energy (spin up / spin down), the calculation gives -12.48 / -11.96 eV. As for the net charge: +1. The LUMO energy (spin up / spin down) comes out at -0.2209 / -0.2522 Eh.

Positions of all 21 atoms, in Å:
C -2.2311 2.2367 1.0965
C 1.8862 -2.1096 -2.5169
C -0.6458 -1.2925 1.3420
C -0.8329 1.7150 1.3193
C 1.5932 -0.6697 -2.3894
O 1.4931 0.4310 0.7570
P -0.1060 0.3265 0.4033
H -3.0065 1.4425 1.2417
H -2.5510 2.9752 1.8836
H -2.4868 2.6261 0.1038
H 0.8115 -2.4580 -2.4871
H 2.0944 -2.4898 -3.5705
H 2.3844 -2.5900 -1.7200
H 0.0470 -2.1294 1.0142
H -1.6012 -1.5932 0.8146
H -0.8661 -1.0581 2.3782
H -0.8460 1.4056 2.3271
H -0.2183 2.6206 1.2272
H 0.9909 -0.1152 -2.9927
H 2.0252 -0.3527 -1.4476
H 2.0658 1.0790 1.2157

---

Entry two
This record from OMol25 describes 2 unconnected molecules or ions with the total composition C5H14OP. The level of theory is the ωB97M-V functional and the def2-TZVPD basis.

For the HOMO energy, the calculation gives -13.70 eV. As for the net charge: +1. The LUMO energy comes out at -0.1133 Eh.

Positions of all 21 atoms, in Å:
C 2.8353 -1.4564 -0.0287
C -3.2469 -0.6199 -0.4679
C 1.5750 2.0293 0.4240
C 1.3649 -1.0139 0.0725
C -4.1409 0.0238 0.2605
O -0.7029 0.9178 0.0286
P 0.7827 0.6659 -0.4803
H 3.5764 -0.6011 0.3901
H 3.0431 -2.2560 0.6054
H 3.3240 -1.7665 -1.0169
H -2.3618 -1.0332 0.0502
H -3.3388 -1.0318 -1.4085
H 0.8044 0.9382 -1.8373
H 2.4123 2.3840 -0.2634
H 1.7662 1.5354 1.4616
H 0.7925 2.8533 0.4413
H 1.0032 -0.6561 1.1076
H 0.7969 -1.6950 -0.4605
H -5.0196 0.1367 -0.2859
H -3.9039 0.3762 1.2292
H -1.3621 0.2694 0.1784

---

Relative energy of each structure, in kJ/mol: entry one 152.4; entry two 0.0.

---

Entry one
This record from OMol25 describes a single CH5N3OS molecule. The level of theory is the ωB97M-V functional and the def2-TZVPD basis.

For the HOMO energy (spin up / spin down), the calculation gives -7.78 / -8.43 eV. The LUMO energy (spin up / spin down) comes out at 0.0072 / -0.0027 Eh.

Positions of all 11 atoms, in Å:
C -0.3689 0.5703 0.1627
N 0.8858 -0.0194 -0.3190
N -1.2546 -0.5465 0.4791
N 1.5893 -0.6033 0.7544
O -0.7161 -0.2647 2.8116
S -0.6676 -1.3392 1.8521
H -0.2821 1.1374 1.0570
H -0.7936 1.0694 -0.7690
H 0.7602 -0.6362 -1.2206
H -1.3291 -1.2137 -0.2159
H 2.4183 -1.1232 0.4838

---

Entry two
This record from OMol25 describes a single CH5N3OS molecule. The level of theory is the ωB97M-V functional and the def2-TZVPD basis.

For the HOMO energy, the calculation gives -9.05 eV. The LUMO energy comes out at -0.0283 Eh.

Positions of all 11 atoms, in Å:
C -0.5017 -0.5171 0.4024
N -1.4152 0.5114 0.0162
N 0.5947 -0.8884 -0.5075
N 2.1599 0.9175 0.5618
O -0.7263 1.7351 -0.2326
S 2.1923 -0.4530 0.1220
H 0.0126 -0.0731 1.1909
H -1.0224 -1.3899 0.7389
H -1.9672 0.2440 -0.7555
H 0.4048 -1.6700 -1.1320
H 0.2684 1.5835 -0.4048

---

Entry three
This record from OMol25 describes a single CH5N3OS molecule. The level of theory is the ωB97M-V functional and the def2-TZVPD basis.

For the HOMO energy, the calculation gives -9.30 eV. The LUMO energy comes out at 0.0252 Eh. The SMILES is [H]/N=C(\NO)NS.

Positions of all 11 atoms, in Å:
H -1.9145 1.1965 -0.1625
N -0.9562 1.5058 -0.1187
C -0.1832 0.5178 -0.0881
N -0.5771 -0.8283 -0.2975
O -1.9694 -0.9583 0.1571
N 1.2019 0.7116 0.0897
S 2.4217 -0.4238 -0.1724
H -0.0315 -1.5289 0.2153
H -2.3603 -1.3254 -0.6522
H 1.5106 1.6613 -0.1187
H 2.8581 -0.5283 1.1482

---

Relative energy of each structure, in kJ/mol: entry one 168.4; entry two 209.9; entry three 0.0.